2 unconnected molecules or ions with the total composition C9H10OSe in a non-equilibrium geometry, computed with ωB97M-V with the def2-TZVPD basis set.

Lowest unoccupied orbital energy (spin up / spin down) ... 0.0145 / 0.0096 hartree
Gap between HOMO and LUMO (spin up / spin down) ... 8.4 / 7.3 eV
Spin multiplicity ... 1
Net charge ... 0
Relative energy (zero: lowest compared OMol25 entry of this formula, charge and spin) ... 492.7 kJ/mol

Element x y z (Å)
C  -1.6962  1.3039  -1.1641
H  -1.0923  -2.4180  0.0731
O  -1.1335  -2.4981  1.0697
H  0.7535  -0.6935  0.1775
H  0.1426  0.6564  -3.8452
C  1.9536  0.5649  2.5032
C  0.7612  0.0632  -1.9041
C  -0.9167  0.4157  -0.2789
H  -2.6096  1.7508  -0.9332
C  0.2398  -0.1881  -0.6410
C  -0.9093  -1.4497  1.8178
H  -0.9086  -1.7153  2.8229
H  1.2562  1.1928  3.0434
Se  -1.5713  0.1957  1.4976
H  2.2937  -1.3880  1.7637
C  0.0037  0.7935  -2.7936
H  1.6651  -0.3754  -2.0707
C  -1.2744  1.3472  -2.4430
H  2.9399  0.9826  2.5561
C  1.6641  -0.6245  2.0325
H  -1.5616  2.0840  -3.2838

Cartesian forces, eV/Å:
1.9 -2.6 0.9
0.0 0.6 1.7
0.0 -2.0 -2.4
0.2 -0.2 -0.7
0.8 0.7 -0.5
-0.5 -0.3 0.6
-2.4 0.7 0.6
-2.6 2.0 -0.6
-1.2 0.6 1.0
0.2 0.6 0.5
1.9 0.5 -0.1
0.1 -0.3 1.7
-0.6 0.1 -0.4
-1.1 1.8 -0.2
1.5 -1.7 -1.0
-1.2 -1.2 0.1
2.4 -1.0 -1.2
2.7 1.8 -2.6
0.8 -0.1 -0.2
-2.0 1.3 1.2
-0.7 -1.4 1.7

Charges in e, computed with Löwdin, in the same order as the atoms: C -0.101; H 0.143; O -0.035; H 0.042; H 0.091; C -0.101; C -0.064; C -0.485; H 0.078; C -0.152; C -0.615; H 0.042; H 0.036; Se 1.092; H 0.006; C -0.086; H 0.077; C -0.104; H 0.039; C -0.036; H 0.135

***

2 unconnected molecules or ions with the total composition C2H7ClO in a non-equilibrium geometry, computed with ωB97M-V with the def2-TZVPD basis set.

Lowest unoccupied orbital energy ... 0.0189 hartree
Gap between HOMO and LUMO ... 11.2 eV
Spin multiplicity ... 1
SMILES ... CCCl.O
Net charge ... 0
Relative energy (zero: lowest compared OMol25 entry of this formula, charge and spin) ... 5.5 kJ/mol

Element x y z (Å)
O  -2.4533  -3.9105  -2.7079
C  1.2609  -0.8400  -0.0473
H  0.3213  1.0364  0.1979
H  1.0919  -1.8852  -0.3704
C  0.0000  0.0000  0.0000
H  -3.2262  -3.3484  -2.9420
H  -0.6770  -0.3192  0.8102
H  -1.6763  -3.3134  -2.7971
H  1.8910  -0.3486  -0.8134
H  -0.5566  -0.0200  -0.9520
Cl  2.2224  -0.7412  1.4385

Cartesian forces, eV/Å:
0.0 1.2 -0.3
0.2 0.4 -1.7
-0.4 -0.3 -0.1
0.1 0.5 0.6
-0.3 0.3 0.7
0.9 -0.6 0.2
0.2 0.1 -0.3
-0.9 -0.6 0.1
-0.1 -0.6 0.3
0.3 -0.1 0.3
-0.1 -0.2 0.3

Charges in e, computed with Löwdin, in the same order as the atoms: O -0.089; C -0.691; H 0.071; H 0.074; C -0.192; H 0.047; H 0.072; H 0.041; H 0.064; H 0.074; Cl 0.529

***

C19H23N3O5 in the gas phase in a non-equilibrium geometry, computed with ωB97M-V with the def2-TZVPD basis set.

Lowest unoccupied orbital energy ... -0.0191 hartree
Gap between HOMO and LUMO ... 7.9 eV
Spin multiplicity ... 1
SMILES ... CCOc1cc(/C=C(\C#N)C(=O)NC[C@@H]2CCCO2)ccc1OCC(N)=O
Net charge ... 0
Relative energy (zero: lowest compared OMol25 entry of this formula, charge and spin) ... 340.3 kJ/mol

Element x y z (Å)
C  5.3650  -1.1697  0.5530
H  5.2499  -2.1039  -0.0008
H  7.1110  -0.6821  -0.5953
C  6.2468  2.2257  -0.5297
H  -2.8209  1.9591  0.9555
C  0.5012  -1.1601  0.1901
H  -6.4225  1.4934  0.7732
H  -5.0096  1.4365  -1.7861
C  1.7959  0.8251  0.8537
H  7.1323  2.4118  -1.1378
O  5.4944  0.2089  -1.4517
H  0.6401  -2.1940  -0.1110
O  -4.2316  -1.9989  -0.6029
H  -3.7144  -5.2706  0.0175
H  4.1680  1.7142  -0.9167
H  5.8809  -1.3692  1.4990
C  -1.8606  -1.5868  -0.1910
C  6.5249  1.1251  0.4939
O  -4.8868  0.3351  0.2324
H  5.9210  3.1581  -0.0757
H  -0.4871  1.2965  0.9473
O  -4.8861  3.8896  0.1867
C  -3.5520  0.0715  0.2472
C  -5.3330  1.5812  0.7137
H  7.5545  1.1291  0.8446
C  5.1560  1.5799  -1.3821
C  -3.8160  -4.2309  0.3157
H  -4.9260  -3.6595  -1.4431
H  3.9492  0.2763  1.1266
C  2.9331  -1.3061  0.3395
C  -0.8569  -0.6916  0.2191
H  -4.6757  -4.1340  0.9739
N  2.0281  1.9142  1.1483
H  -4.6873  3.0934  -2.2043
C  -3.1914  -1.2273  -0.1907
C  -4.0133  -3.3598  -0.9209
N  4.0351  -0.6743  0.7976
H  -2.9271  -3.9335  0.8665
C  -2.5633  0.9603  0.6413
H  5.1157  1.9600  -2.4040
N  -4.8963  2.3970  -1.5095
H  -3.1698  -3.4657  -1.6144
H  -4.9485  1.7983  1.7165
C  -5.0054  2.7575  -0.2176
C  -1.2323  0.5862  0.6304
H  -1.5591  -2.5695  -0.5172
C  1.6577  -0.5180  0.4792
O  2.9381  -2.4312  -0.1165
H  5.8695  1.2374  1.3589
C  6.1938  -0.1697  -0.2751

Cartesian forces, eV/Å:
0.3 -0.1 -0.4
0.1 0.1 0.1
-0.1 0.1 0.1
-0.1 -0.2 -0.1
-0.1 0.1 0.0
0.8 0.2 0.1
0.2 0.0 0.0
0.0 0.0 0.0
0.0 0.9 0.2
0.0 0.0 0.0
0.0 -0.2 0.0
0.1 0.0 0.0
0.1 0.4 0.1
0.0 -0.1 0.0
0.1 0.0 -0.1
0.0 -0.1 -0.1
0.0 0.0 0.0
-0.1 0.0 -0.3
0.1 -0.3 -0.1
0.0 0.1 0.0
0.0 0.1 0.0
0.0 0.3 0.3
0.1 -0.3 0.0
-0.1 0.4 0.3
0.0 0.0 0.1
-0.1 0.4 0.0
0.0 0.4 -0.2
0.2 0.0 0.0
-0.1 -0.1 0.0
0.1 0.0 0.2
-0.6 0.4 0.1
-0.1 0.0 0.1
0.0 0.1 0.0
0.0 0.0 0.1
-0.3 0.2 0.0
0.1 -0.5 0.0
0.1 0.3 0.1
0.1 0.0 0.1
-0.3 0.0 0.0
0.0 0.0 0.1
0.0 -0.1 -0.4
-0.1 0.0 0.0
0.0 0.0 -0.2
0.0 -0.5 0.1
0.2 -0.3 -0.1
0.0 -0.1 0.0
-0.5 -1.3 -0.5
-0.1 -0.2 -0.1
0.0 0.0 0.1
0.1 -0.3 0.3

Charges in e, computed with Löwdin, in the same order as the atoms: C -0.110; H 0.125; H 0.147; C -0.147; H 0.118; C 0.054; H 0.144; H 0.110; C -0.217; H 0.113; O -0.095; H 0.129; O -0.032; H 0.079; H 0.104; H 0.130; C 0.043; C -0.126; O -0.029; H 0.113; H 0.093; O 0.065; C -0.179; C -0.096; H 0.114; C -0.198; C -0.059; H 0.125; H 0.105; C -0.452; C -0.194; H 0.081; N 0.185; H 0.120; C -0.184; C -0.237; N 0.085; H 0.069; C 0.018; H 0.123; N 0.192; H 0.118; H 0.140; C -0.550; C -0.002; H 0.115; C -0.120; O 0.068; H 0.109; C -0.309